{"formula": "C19H46O12P3", "method": "ωB97M-V with the def2-TZVPD basis set", "charge": -1, "energy_ha": -2678.17246, "orbital_gap_ha": 0.134, "e_lumo_ha": -0.0151, "e_above_lowest_kcal_mol": 238.1, "spin_multiplicity": 1, "species": ["C", "C", "C", "O", "O", "C", "C", "C", "C", "O", "P", "O", "H", "H", "H", "H", "H", "H", "H", "H", "H", "H", "H", "H", "H", "H", "H", "H", "O", "P", "O", "C", "C", "O", "C", "C", "O", "C", "C", "H", "H", "H", "H", "H", "H", "H", "H", "H", "H", "H", "H", "H", "H", "H", "O", "P", "O", "C", "C", "O", "C", "C", "O", "C", "C", "H", "H", "H", "H", "H", "H", "H", "H", "H", "H", "H", "H", "H", "H", "H"], "coordinates": [[-2.718, -5.222, 1.555], [-3.889, -4.049, 1.550], [-4.153, -3.374, 3.020], [-5.029, -4.021, 3.838], [-3.579, -2.119, 3.529], [-2.110, -2.166, 3.610], [-1.522, -1.353, 2.300], [-0.043, -1.848, 1.797], [-0.251, -2.576, 0.320], [0.248, -3.961, 0.524], [1.184, -4.155, 1.996], [0.847, -2.586, 2.707], [-2.117, -5.085, 0.540], [-2.033, -5.186, 2.507], [-3.229, -6.296, 1.475], [-4.898, -4.619, 1.262], [-3.702, -3.240, 0.708], [-1.656, -3.235, 3.762], [-1.782, -1.523, 4.560], [-1.564, -0.190, 2.564], [-2.343, -1.491, 1.444], [0.529, -0.854, 1.480], [0.264, -1.983, -0.548], [-1.356, -2.754, -0.033], [1.237, -5.552, 1.567], [0.096, -4.624, 2.835], [2.143, -4.475, 3.033], [2.354, -3.744, 1.221], [-1.431, 1.808, -0.328], [-2.054, 3.079, -0.957], [-3.345, 3.108, 0.080], [-3.118, 3.640, 1.375], [-2.912, 5.143, 1.330], [-2.751, 2.223, -2.204], [-2.227, 0.983, -2.651], [-2.977, -0.165, -1.998], [-2.750, 4.499, -1.658], [-3.771, 4.501, -2.650], [-5.115, 4.000, -2.155], [-2.260, 3.144, 1.839], [-4.000, 3.412, 1.980], [-1.985, 5.394, 0.804], [-2.852, 5.556, 2.341], [-3.731, 5.633, 0.795], [-1.148, 0.918, -2.483], [-2.377, 0.936, -3.735], [-2.963, -0.095, -0.908], [-2.547, -1.127, -2.290], [-4.031, -0.149, -2.297], [-3.438, 3.968, -3.547], [-3.892, 5.545, -2.956], [-5.084, 2.942, -1.880], [-5.876, 4.119, -2.930], [-5.428, 4.553, -1.264], [2.663, -0.312, -1.407], [4.202, -0.458, -1.318], [4.330, 0.431, 0.073], [4.016, -0.229, 1.289], [5.074, -1.254, 1.654], [4.466, 0.760, -2.423], [3.502, 1.110, -3.403], [2.676, 2.291, -2.923], [5.922, -0.622, -1.219], [6.860, 0.331, -1.706], [6.868, 1.639, -0.938], [3.030, -0.696, 1.217], [3.966, 0.536, 2.070], [5.084, -2.077, 0.932], [4.881, -1.672, 2.645], [6.071, -0.804, 1.646], [2.878, 0.253, -3.676], [4.047, 1.399, -4.308], [2.209, 2.096, -1.955], [1.891, 2.535, -3.645], [3.314, 3.171, -2.789], [6.729, 0.487, -2.783], [7.846, -0.133, -1.595], [5.928, 2.187, -1.048], [7.673, 2.286, -1.295], [7.010, 1.457, 0.132]], "forces_ev_per_a": [[-0.3, -0.3, -0.9], [-0.6, -0.2, -0.1], [-4.1, -2.6, 4.1], [5.4, 4.3, -5.1], [-0.4, -3.7, -1.1], [1.9, 1.4, -0.1], [-0.8, -0.2, 0.7], [0.2, 2.3, -1.7], [0.1, -2.0, 0.6], [-1.0, 3.0, -0.2], [1.0, -2.6, 0.3], [-2.2, 1.5, -2.7], [-0.9, -0.3, 2.6], [-1.2, 0.0, -2.2], [1.0, 2.4, 0.4], [2.1, 1.6, 0.9], [-0.2, -1.6, 2.0], [-1.0, 2.0, -0.6], [-1.0, -1.6, -1.9], [0.3, -2.5, -0.5], [2.0, 0.2, 1.7], [-1.1, -1.8, 0.9], [-0.5, -1.1, 1.7], [1.7, 0.8, 1.0], [0.6, 0.2, -0.2], [-0.5, 0.1, -0.1], [-0.3, 0.3, 0.5], [-0.2, 0.5, -0.1], [3.1, 3.6, -0.1], [-7.9, -5.2, -1.4], [0.5, 0.5, 0.7], [-0.2, 0.1, 0.4], [0.0, 0.2, 0.0], [1.0, 1.1, -0.3], [0.0, -0.7, 0.0], [-0.1, -0.1, 0.1], [3.3, 0.5, 1.1], [-0.2, 0.0, -1.0], [0.0, -0.4, 0.4], [0.0, -0.1, 0.0], [0.1, -0.1, -0.2], [0.0, 0.1, 0.0], [0.0, -0.1, -0.1], [0.1, -0.1, 0.1], [-0.2, 0.0, 0.2], [-0.1, 0.2, 0.0], [0.2, 0.0, -0.1], [0.0, 0.1, 0.0], [0.1, 0.0, -0.1], [-0.1, 0.0, 0.3], [0.3, 0.1, 0.3], [0.1, 0.2, -0.1], [0.1, 0.1, -0.1], [0.0, 0.0, -0.1], [1.4, -4.4, -0.3], [0.3, 9.3, 0.7], [-0.1, -0.7, 0.2], [-0.1, -0.2, 0.7], [0.1, -0.1, 0.1], [0.4, -1.1, -0.6], [-0.3, 0.3, -0.1], [-0.1, 0.2, 0.1], [-1.6, -3.0, -0.3], [0.5, 0.2, -0.8], [-0.5, 0.1, 0.2], [0.0, 0.0, 0.1], [0.0, 0.1, -0.2], [0.0, -0.1, 0.1], [-0.1, 0.0, -0.1], [-0.1, 0.0, 0.0], [0.0, 0.2, 0.2], [0.2, 0.0, 0.1], [0.0, -0.2, -0.1], [0.1, 0.0, 0.0], [0.0, -0.1, -0.1], [-0.1, 0.1, 0.2], [-0.2, -0.3, 0.2], [0.1, -0.1, 0.0], [0.1, -0.2, -0.1], [0.1, 0.0, -0.1]]}